Formula: C14H5Cl4N2O4
Source: OMol25
Level of theory: ωB97M-V/def2-TZVPD

Summary:
LUMO level ... -0.017 eV
E_tot ... -75855.9673 eV
Orbital gap ... 0.1316 Eh
Multiplicity ... 1
Total charge ... -1
Relative energy (zero: lowest compared OMol25 entry of this formula, charge and spin) ... 55.25 kJ/mol
HOMO level ... -3.6 eV

Geometry as XYZ:
```
29
Properties=species:S:1:pos:R:3:forces:R:3:nbo_charge:R:1
Cl -1.3933 2.4983 3.0406 0.071 -0.099 -0.236 0.07
C -0.5356 1.0168 2.9321 -1.320 -1.861 -0.038 -0.08
C -1.2092 -0.1904 2.8137 0.009 2.156 0.229 -0.12
Cl -2.8959 -0.2303 2.5878 -0.129 -0.043 0.157 0.09
C -0.5350 -1.4557 3.1148 -0.176 -2.058 0.391 0.44
O -1.0730 -2.3884 3.7105 0.941 1.613 -0.704 -0.47
C 0.9634 -1.4589 2.7593 0.317 -2.118 -0.756 0.42
O 1.5459 -2.4512 2.3244 -1.038 1.808 1.087 -0.43
C 1.6170 -0.1734 2.9905 -0.391 2.236 0.124 -0.16
Cl 3.3163 -0.1855 3.0696 0.304 -0.030 -0.020 0.07
C 0.9032 1.0155 3.0765 1.392 -1.762 -0.108 -0.06
Cl 1.7120 2.5119 3.2854 -0.012 -0.131 0.001 0.08
C -1.5975 -3.0147 0.7447 0.224 -0.489 0.395 -0.55
C -1.4911 -2.2129 -0.3884 -0.401 1.649 -1.621 0.28
N -1.4845 -1.4849 -1.3134 0.206 -1.125 1.328 -0.47
C -1.0801 -4.3239 0.7682 -0.194 -0.084 -0.336 0.04
C -1.3503 -5.1879 1.8813 0.007 0.005 -0.283 -0.21
C -1.0290 -6.5217 1.8377 0.240 -0.020 -0.298 -0.17
C -0.3486 -7.0481 0.7111 0.219 0.448 0.302 -0.08
N 0.2422 -8.3433 0.7877 0.430 -0.788 0.064 0.51
O 0.9853 -8.7154 -0.1489 -0.939 0.188 1.121 -0.45
O 0.0379 -9.0411 1.8061 0.204 0.635 -1.268 -0.45
C -0.0244 -6.2142 -0.3805 -0.181 0.202 0.247 -0.15
C -0.3813 -4.8829 -0.3576 -0.042 -0.402 0.222 -0.27
H -2.3027 -2.7218 1.5148 0.170 0.059 -0.175 0.23
H -1.8359 -4.7465 2.7514 0.005 -0.238 -0.199 0.21
H -1.2854 -7.1968 2.6477 0.183 0.163 -0.035 0.23
H 0.4943 -6.6592 -1.2261 -0.058 0.201 0.191 0.23
H -0.1724 -4.2494 -1.2188 -0.041 -0.115 0.216 0.22
```
Forces are in eV/Å.

Formula: C14H5F3N3S3V
Source: OMol25
Level of theory: ωB97M-V/def2-TZVPD

Summary:
LUMO level (spin up / spin down) ... 2.241 / 2.243 eV
E_tot ... -85418.9204 eV
Orbital gap (spin up / spin down) ... 0.2192 / 0.2680 Eh
Multiplicity ... 4
Total charge ... -1
Expectation value of S² ... 3.774
Relative energy (zero: lowest compared OMol25 entry of this formula, charge and spin) ... 66.32 kJ/mol
HOMO level (spin up / spin down) ... -3.7 / -5.1 eV

Geometry as XYZ:
```
29
Properties=species:S:1:pos:R:3:forces:R:3:nbo_charge:R:1
V -1.0309 0.4017 0.1303 0.414 0.918 0.269 0.66
F -4.5099 -0.1161 -4.9416 0.185 -0.018 0.791 -0.34
C -4.2193 0.0808 -3.6151 -0.876 0.359 0.094 0.99
F -4.5059 1.3900 -3.3723 0.210 -0.721 -0.126 -0.32
F -5.1104 -0.6509 -2.9049 0.309 0.271 -0.430 -0.32
C -2.8039 -0.2689 -3.2973 1.025 0.229 0.321 -0.24
C -1.9697 -0.7120 -4.3110 0.651 0.037 0.939 -0.13
C -0.6155 -0.9387 -3.9994 -0.311 0.002 -0.447 -0.30
C -0.1302 -0.6490 -2.7470 -0.395 0.191 0.961 0.06
N -0.9180 -0.1961 -1.7450 -0.616 -1.003 -2.321 -0.51
C -2.2398 -0.0605 -1.9979 -1.114 0.395 -0.475 0.13
S -3.1234 0.4432 -0.5630 -2.305 -0.246 -1.340 -0.20
H -2.3651 -0.8694 -5.2973 0.044 -0.096 -0.218 0.23
H 0.0634 -1.3273 -4.7411 0.037 0.008 -0.120 0.22
H 0.8950 -0.7864 -2.4411 0.225 -0.044 -0.281 0.21
S 0.3553 2.0452 0.7837 1.446 0.550 1.148 -0.28
C 1.2182 1.1057 2.0150 0.708 -0.412 0.286 -0.16
C 2.3428 1.6589 2.6816 -0.644 -0.097 0.005 -0.16
C 3.0973 0.9468 3.6150 -0.431 -0.391 0.085 -0.19
C 4.2251 1.5392 4.2714 0.822 0.243 0.256 0.31
N 5.1784 1.9491 4.7855 -0.797 -0.179 -0.361 -0.35
C 2.7352 -0.3919 3.9413 -0.226 0.284 -0.606 -0.18
C 1.6538 -0.9543 3.2676 -0.220 0.320 -0.034 -0.12
C 0.8882 -0.2525 2.3150 0.405 0.037 0.445 -0.19
S -0.4507 -1.1465 1.5854 1.068 -0.645 1.198 -0.24
C 3.4540 -1.1728 4.9118 0.324 -0.253 0.494 0.29
N 4.0062 -1.8089 5.7061 -0.411 0.464 -0.638 -0.34
H 2.5595 2.7093 2.4947 0.181 -0.270 -0.030 0.23
H 1.3204 -1.9677 3.4695 0.292 0.065 0.134 0.22
```
Forces are in eV/Å.

Formula: C14H7FeN3O4
Source: OMol25
Level of theory: ωB97M-V/def2-TZVPD

Summary:
LUMO level (spin up / spin down) ... -11.832 / -14.588 eV
E_tot ... -61641.4969 eV
Orbital gap (spin up / spin down) ... 0.3164 / 0.2280 Eh
Multiplicity ... 6
Total charge ... +3
Expectation value of S² ... 8.822
Relative energy (zero: lowest compared OMol25 entry of this formula, charge and spin) ... 0.00 kJ/mol
HOMO level (spin up / spin down) ... -20.4 / -20.8 eV

Geometry as XYZ:
```
29
Properties=species:S:1:pos:R:3:forces:R:3:lowdin_charge:R:1
O 2.8290 0.6410 0.3549 -6.696 -5.186 1.543 0.26
C 1.8606 -0.0435 0.5242 10.873 6.898 -2.428 0.03
Fe 0.0945 -0.5207 0.5098 0.736 -0.529 -2.456 0.64
O 0.2462 1.8146 -3.8021 -0.042 -1.769 4.054 0.08
C 0.2320 1.3459 -2.7474 0.048 1.647 -3.836 0.04
C -0.3038 0.8946 1.4683 -2.633 11.191 4.116 -0.06
O -0.5171 2.0449 1.6286 1.210 -6.553 -0.684 0.28
C -1.5581 -0.4343 -0.2472 -9.387 3.793 -5.665 -0.01
O -2.5330 0.0063 -0.7442 5.554 -3.007 3.161 0.26
N -2.4216 -10.5022 -0.0240 0.237 0.530 0.067 0.37
C -1.9634 -9.4307 0.1128 0.344 0.867 0.092 0.00
C -1.4178 -8.1147 0.2872 -0.956 -2.640 -0.223 -0.12
C -1.8259 -7.0885 -0.5710 -0.180 1.741 -0.789 0.09
C -1.3287 -5.8117 -0.3650 -0.945 -0.911 -0.939 0.06
C -0.4444 -5.6007 0.6801 0.535 -0.012 0.528 -0.11
C 0.0025 -6.6182 1.5094 -0.518 -1.650 -0.108 0.08
C -0.4941 -7.8961 1.3177 1.222 1.002 1.106 0.10
N 0.0338 -4.3110 0.9553 0.536 -0.037 0.254 0.05
C 0.9715 -3.9319 1.9474 0.557 -0.521 0.314 0.08
C 1.1368 -2.5922 1.8800 -1.340 -1.489 0.017 -0.01
N 0.1874 -2.1869 0.9646 0.074 -3.498 -0.590 -0.15
C -0.3817 -3.2188 0.3147 -0.259 1.068 0.817 -0.01
H -2.5243 -7.2973 -1.3797 0.135 0.064 0.157 0.17
H -1.6264 -5.0021 -1.0191 -0.095 -0.282 -0.030 0.13
H 0.7085 -6.4183 2.2827 0.246 -0.158 0.380 0.12
H -0.1635 -8.7004 1.9632 -0.097 -0.088 -0.071 0.16
H 1.4474 -4.6193 2.6414 -0.138 0.072 -0.453 0.15
H 1.7632 -1.8776 2.3944 -0.039 -0.392 0.307 0.15
H -1.1057 -3.1431 -0.5473 1.021 -0.151 1.359 0.18
```
Forces are in eV/Å.

Formula: C14H7MnN3O4
Source: OMol25
Level of theory: ωB97M-V/def2-TZVPD

Summary:
LUMO level (spin up / spin down) ... -12.995 / -14.599 eV
E_tot ... -58573.0868 eV
Orbital gap (spin up / spin down) ... 0.2452 / 0.1863 Eh
Multiplicity ... 5
Total charge ... +3
Expectation value of S² ... 6.077
HOMO level (spin up / spin down) ... -19.7 / -19.7 eV

Geometry as XYZ:
```
29
Properties=species:S:1:pos:R:3:forces:R:3:lowdin_charge:R:1
O -0.2437 -2.7919 0.4214 3.201 5.885 0.904 0.28
C 0.2235 -1.7122 0.5399 -4.497 -9.692 -3.048 -0.05
Mn 0.2185 0.0794 0.5854 0.065 -0.363 -0.144 0.68
O -4.0365 0.4015 -3.7671 1.602 0.160 1.029 0.04
C -3.0982 0.4844 -3.1342 -1.546 -0.171 -0.953 -0.03
C 1.9119 0.1635 -0.2736 3.833 1.237 -12.126 0.09
O 2.1881 0.2477 -1.4736 -1.751 -0.740 10.163 0.21
C -0.0502 1.8572 1.0015 -6.698 10.668 -1.116 0.05
O -0.7492 2.8458 0.9027 5.810 -7.262 1.123 0.23
N -1.9859 2.3250 10.2289 -0.218 0.263 0.641 0.36
C -1.5953 1.8342 9.2541 0.727 -0.942 -2.142 -0.02
C -1.1264 1.2777 8.0104 -0.302 0.151 2.065 -0.11
C -1.5258 1.8553 6.7977 0.108 0.134 -2.597 0.09
C -1.0161 1.3416 5.5822 -1.526 1.660 1.115 0.07
C -0.1602 0.2367 5.6183 -0.123 -0.149 0.891 -0.13
C 0.2942 -0.3082 6.8106 -0.110 -0.066 2.174 0.07
C -0.2316 0.1662 8.0233 1.242 -1.273 -0.443 0.11
N 0.2229 -0.3966 4.4497 1.061 -1.113 -0.847 0.06
C 1.0627 -1.5534 4.2391 -0.562 0.545 -0.165 0.11
C 1.1737 -1.7461 2.9006 0.045 1.486 0.229 0.01
N 0.6275 -0.5841 2.3280 -2.310 0.031 1.562 -0.09
C -0.0797 0.0792 3.2545 0.982 -0.022 -1.226 -0.07
H -2.2403 2.6882 6.8066 0.407 -0.319 -0.105 0.17
H -1.3251 1.8245 4.6332 0.148 -0.391 0.971 0.14
H 1.0453 -1.1091 6.7824 -0.593 0.372 0.384 0.14
H 0.0416 -0.3248 8.9846 -0.158 0.541 -0.824 0.18
H 1.5593 -2.0258 5.0487 -0.043 -0.616 0.432 0.14
H 1.4740 -2.5224 2.1833 0.728 0.185 1.345 0.15
H -0.8049 0.8472 2.9827 0.480 -0.200 0.710 0.14
```
Forces are in eV/Å.